# 1
18
Properties=species:S:1:pos:R:3:mulliken_charge:R:1 method="wB97M-V/def2-TZVPD" orbital_gap_ev=11.0 e_lumo_ev=0.738 total_charge=0 spin_multiplicity=1
O 0.270 0.774 1.984 -0.5026
O -4.388 -4.850 -0.783 -0.6352
O -0.933 -1.037 -0.319 -0.6539
C 1.455 1.298 1.366 -0.4027
C 1.065 1.974 -1.101 -1.2299
C 1.619 0.953 -0.119 -0.4346
H 1.257 -0.067 -0.202 0.4292
H -4.010 -4.497 -1.570 0.3117
H 0.112 2.369 -0.737 0.3454
H 0.442 0.281 2.798 0.2744
H -1.169 -0.910 -1.244 0.3143
H 1.763 2.810 -1.229 0.3470
H 2.713 0.871 -0.201 0.3183
H -1.010 -0.148 0.056 0.2973
H 1.140 1.484 -2.071 0.3174
H 2.362 0.890 1.814 0.3318
H 1.277 2.372 1.529 0.2474
H -3.967 -4.566 0.030 0.3246

***

# 2
18
Properties=species:S:1:pos:R:3:mulliken_charge:R:1 method="wB97M-V/def2-TZVPD" orbital_gap_ev=5.9 e_lumo_ev=-2.010 total_charge=0 spin_multiplicity=1
O 0.930 0.778 -0.266 -0.7662
O -0.280 1.707 1.594 -0.9790
O -0.986 3.332 -0.529 -0.6868
C -1.081 -1.123 -0.703 -0.3121
C 1.294 -2.157 -0.163 -0.9473
C -0.210 -2.016 0.111 0.0588
H -0.959 1.133 1.624 0.1909
H -0.497 -0.753 0.270 0.2410
H 1.558 -3.097 -0.650 0.3625
H 1.744 -1.235 -0.645 0.2537
H 1.326 1.678 -0.489 0.2534
H -0.607 -2.531 0.919 0.4200
H -0.901 -0.714 -1.715 0.2433
H 1.887 -2.220 0.819 0.3028
H -2.270 -1.271 -0.610 0.2518
H -0.632 2.969 0.345 0.4040
H -0.855 4.316 -0.595 0.2870
H 0.541 1.203 0.684 0.4220

***

# 3
18
Properties=species:S:1:pos:R:3:mulliken_charge:R:1 method="wB97M-V/def2-TZVPD" orbital_gap_ev=11.1 e_lumo_ev=0.606 total_charge=0 spin_multiplicity=1
O 0.653 0.821 -0.625 -0.5131
O -4.536 1.936 1.988 -0.6397
O 0.582 3.350 -2.168 -0.6489
C 0.747 -0.240 0.310 -0.5514
C 1.008 -2.812 0.575 -1.0762
C 1.007 -1.612 -0.409 -0.3330
H 1.533 3.484 -2.169 0.2863
H 0.271 2.528 -1.758 0.4220
H -0.092 -0.375 0.999 0.3428
H 0.176 -1.829 -1.099 0.2346
H 1.746 -1.439 -1.192 0.3699
H 1.503 1.232 -0.811 0.2958
H 2.030 -3.110 0.783 0.2705
H 1.630 -0.004 0.892 0.2457
H -4.793 2.840 1.779 0.3217
H 0.395 -3.634 0.188 0.3209
H 0.574 -2.572 1.540 0.3340
H -4.435 1.437 1.181 0.3180

***

# 4
18
Properties=species:S:1:pos:R:3:mulliken_charge:R:1 method="wB97M-V/def2-TZVPD" orbital_gap_ev=10.7 e_lumo_ev=0.456 total_charge=0 spin_multiplicity=1
O 0.061 -0.006 0.226 -0.5181
O -2.010 -0.417 2.035 -0.6757
O -0.913 -2.610 -0.361 -0.5695
C 1.484 1.921 0.328 -1.2548
C 0.528 1.087 -0.538 0.5454
C 1.231 0.619 -1.806 -1.4232
H -0.295 1.745 -0.821 0.2070
H -0.887 -3.556 -0.206 0.2848
H -1.904 -1.323 1.725 0.2850
H -1.686 -2.378 -0.882 0.2991
H 2.195 2.536 -0.229 0.3658
H -1.358 -0.015 1.421 0.4514
H 0.597 -0.804 0.180 0.2584
H 2.068 1.258 0.957 0.3090
H 0.567 0.081 -2.485 0.3431
H 1.943 -0.139 -1.557 0.3867
H 0.930 2.633 0.943 0.3186
H 1.710 1.485 -2.252 0.3871

***

# 5
19
Properties=species:S:1:pos:R:3:mulliken_charge:R:1 method="wB97M-V/def2-TZVPD" orbital_gap_ev=10.3 e_lumo_ev=0.284 total_charge=0 spin_multiplicity=1
O 2.612 -0.447 0.469 -0.6670
O 0.067 -1.712 1.010 -0.5729
O -0.269 -0.674 -2.239 -0.6514
O 1.378 1.634 -1.525 -0.5756
C -1.444 0.213 0.719 0.0861
C -0.845 1.390 0.844 -0.8434
C -1.128 -1.049 1.474 -0.4482
H 0.212 1.587 0.985 0.2206
H 2.275 0.371 0.077 0.2822
H 1.801 -0.940 0.674 0.4057
H -0.127 -2.178 0.190 0.2664
H -0.947 -0.780 2.509 0.2829
H 0.575 1.487 -2.038 0.3407
H 0.522 -0.687 -1.684 0.3721
H 2.029 2.091 -2.061 0.2615
H -1.397 2.278 0.567 0.2785
H -0.962 -1.055 -1.694 0.2852
H -1.918 -1.789 1.446 0.3070
H -2.434 0.261 0.277 0.3695

***

# 6
19
Properties=species:S:1:pos:R:3:mulliken_charge:R:1 method="wB97M-V/def2-TZVPD" orbital_gap_ev=10.6 e_lumo_ev=0.513 total_charge=0 spin_multiplicity=1
O 0.580 -0.822 -2.542 -0.6785
O -1.885 0.695 -2.170 -0.6399
O 1.225 1.080 -0.214 -0.5580
O 2.651 0.911 2.283 -0.6383
C -0.155 -0.349 1.130 -0.1803
C -1.497 -1.037 1.278 -1.3234
C 0.128 0.763 0.174 -0.0531
H 3.048 1.524 1.651 0.3099
H -2.291 -0.372 1.610 0.3310
H 0.732 -1.006 1.051 0.2537
H -1.849 -1.491 0.344 0.3130
H 0.538 -0.222 -3.296 0.3261
H 0.084 0.017 2.147 0.3701
H -1.409 -1.842 1.996 0.3751
H 2.530 0.115 1.754 0.3092
H -1.203 0.003 -2.099 0.3664
H -0.774 1.317 -0.140 0.4922
H 1.201 -0.386 -1.942 0.3300
H -1.655 1.104 -3.015 0.2946

***

# 7
19
Properties=species:S:1:pos:R:3:mulliken_charge:R:1 method="wB97M-V/def2-TZVPD" orbital_gap_ev=10.4 e_lumo_ev=0.534 total_charge=0 spin_multiplicity=1
O 0.898 -2.285 -1.296 -0.5074
O -2.813 0.474 4.299 -0.6522
O -1.250 -4.030 1.982 -0.6197
O -2.118 6.708 0.327 -0.6380
C 2.402 -0.975 -2.516 -0.1592
C 3.089 0.312 -2.552 -1.0443
C 1.062 -1.087 -1.709 -0.0791
H 1.843 -1.286 -3.397 0.2209
H 0.378 -0.279 -1.603 0.4165
H -3.836 0.505 4.248 0.3344
H -2.688 -0.360 3.801 0.3168
H 2.634 1.180 -2.998 0.3424
H -0.903 -4.265 1.164 0.3266
H 3.056 -1.905 -2.195 0.2367
H -1.270 6.145 0.157 0.3329
H 4.010 0.256 -3.198 0.2807
H -2.559 6.433 1.068 0.3051
H 3.364 0.614 -1.535 0.2933
H -1.071 -3.474 2.651 0.2935

***

# 8
19
Properties=species:S:1:pos:R:3:mulliken_charge:R:1 method="wB97M-V/def2-TZVPD" orbital_gap_ev=10.9 e_lumo_ev=0.576 total_charge=0 spin_multiplicity=1
O 1.276 1.103 0.692 -0.4796
O -3.521 2.461 -0.048 -0.6212
O 4.109 0.947 -0.759 -0.6433
O -0.540 -3.188 -0.519 -0.5068
C -0.850 -1.850 -0.261 -0.2859
C 0.371 -0.995 0.098 -0.6616
C 0.041 0.424 0.554 -0.4805
H -1.307 -1.383 -1.134 0.2584
H 1.047 1.985 0.988 0.2911
H -1.557 -1.748 0.572 0.2517
H 4.547 0.376 -0.112 0.3088
H -3.770 2.019 -0.870 0.3178
H -4.207 3.103 0.109 0.3081
H 3.267 1.201 -0.362 0.3388
H -0.551 0.434 1.479 0.3203
H -0.690 0.800 -0.182 0.2494
H 1.028 -1.479 0.820 0.4159
H 0.363 -3.363 -0.239 0.3138
H 0.943 -0.847 -0.826 0.3049

***

# 9
20
Properties=species:S:1:pos:R:3:mulliken_charge:R:1 method="wB97M-V/def2-TZVPD" orbital_gap_ev=11.5 e_lumo_ev=0.227 total_charge=0 spin_multiplicity=1
O 0.817 1.502 -0.502 -0.6544
O -1.100 -2.621 0.168 -0.6498
O 2.763 0.754 -2.423 -0.6727
O -3.393 -1.120 0.011 -0.6102
O 1.219 -0.728 -0.262 -0.4951
C 0.685 0.487 0.157 0.8444
C -0.344 1.856 2.024 -1.0751
C -0.340 0.501 1.258 -0.3947
H 1.985 -0.651 -0.957 0.4180
H 0.781 2.162 2.346 0.2370
H -3.029 -0.331 -0.296 0.2972
H -1.201 0.442 0.697 0.1218
H -1.063 1.911 2.744 0.4356
H -0.319 -3.148 -0.047 0.3308
H -0.458 -1.921 0.379 0.2402
H 2.416 1.200 -1.671 0.3666
H 1.977 0.553 -2.770 0.3177
H -0.526 2.649 1.169 0.2335
H -0.241 -0.452 1.890 0.3355
H -2.779 -1.766 -0.052 0.3736

***

# 10
20
Properties=species:S:1:pos:R:3:mulliken_charge:R:1 method="wB97M-V/def2-TZVPD" orbital_gap_ev=11.0 e_lumo_ev=0.356 total_charge=0 spin_multiplicity=1
O 0.206 4.882 2.140 -0.6751
O 4.200 -0.552 -0.041 -0.6371
O -2.007 -1.618 -2.604 -0.4622
O 1.936 6.544 0.630 -0.6545
O -1.845 -0.974 -0.461 -0.5107
C -1.621 -3.824 0.029 -1.1712
C -0.840 -3.058 -1.058 -0.1252
C -1.624 -1.791 -1.306 0.4846
H -0.693 -3.609 -1.984 0.2699
H -2.942 -1.350 -2.609 0.3417
H -1.092 -4.689 0.410 0.3250
H 0.130 -2.874 -0.602 0.1876
H 1.365 5.921 1.110 0.3945
H 3.355 -0.208 -0.346 0.3212
H 0.279 4.302 2.906 0.3150
H 4.025 -1.370 0.433 0.3163
H -2.098 -3.200 0.775 0.3269
H -2.542 -4.205 -0.429 0.3333
H 2.458 7.057 1.249 0.3051
H -0.650 4.618 1.759 0.3151

***

# 11
18
Properties=species:S:1:pos:R:3:mulliken_charge:R:1 method="wB97M-V/def2-TZVPD" orbital_gap_ev=9.9 e_lumo_ev=-3.589 total_charge=+1 spin_multiplicity=1
N 1.414 0.917 2.485 -0.5631
N -1.163 -0.608 0.228 -0.2309
C 0.020 -0.601 1.237 -0.5223
C 0.555 0.828 1.338 -0.4973
C -0.287 -0.241 -3.031 -0.9610
H -1.261 0.099 -2.651 0.2385
H -0.397 -1.010 2.192 0.3231
H 1.020 1.152 0.373 0.3189
H 1.644 1.905 2.710 0.2583
H -0.821 -0.336 -0.711 0.0867
H -1.558 -1.589 0.175 0.4153
H -1.885 0.036 0.558 0.3730
H 0.251 -0.931 -2.326 0.1761
H -0.440 -0.771 -3.969 0.3030
H -0.312 1.472 1.426 0.4076
H 2.244 0.348 2.343 0.2213
H 0.715 -1.380 0.768 0.3578
H 0.261 0.709 -3.146 0.2951

***

# 12
19
Properties=species:S:1:pos:R:3:mulliken_charge:R:1 method="wB97M-V/def2-TZVPD" orbital_gap_ev=11.3 e_lumo_ev=-3.230 total_charge=+1 spin_multiplicity=1
O 1.901 1.061 1.250 -0.5947
N 1.272 -0.128 -1.053 -0.6190
N -1.022 1.194 0.643 -0.2566
C -0.677 -1.387 0.701 -1.2001
C -1.157 -0.193 -0.105 0.0597
C -0.122 -0.098 -1.434 -0.7888
H 2.644 0.683 1.743 0.3579
H -0.560 -0.923 -2.161 0.3623
H 1.799 0.437 0.663 0.2750
H 0.331 -1.224 1.122 0.2712
H -1.524 1.950 0.268 0.3469
H 1.582 -1.009 -1.438 0.2553
H -1.397 -1.626 1.364 0.4994
H -0.386 0.838 -1.911 0.4175
H -2.388 -0.386 -0.249 0.3391
H -1.353 1.087 1.631 0.3598
H -0.699 -2.346 -0.014 0.3074
H 1.734 0.617 -1.641 0.2616
H 0.022 1.453 0.620 0.3462